Record 1
The following is a DFT calculation (ωB97M-V/def2-TZVPD) of a structure of composition C7H10O at a distorted geometry.

The geometry in ORCA input format:
```
! RIJCOSX wB97M-V def2-TZVPD def2/J DEFGRID3
* xyz 0 1
C -1.23 1.39 0.36
C 0.13 1.13 0.56
C -2.27 0.53 -0.25
C -2.07 -0.61 -1.09
C 0.83 -0.09 0.34
C 1.46 -0.07 -1.00
C 0.69 -1.06 1.26
O -2.50 -0.82 0.23
H -1.54 2.41 0.53
H 0.60 1.96 0.96
H -3.17 1.08 -0.34
H -2.83 -0.82 -1.86
H 2.40 -0.57 -0.90
H 1.53 0.93 -1.43
H 0.85 -0.66 -1.65
H 1.33 -1.93 1.14
H -0.83 -1.23 -1.20
H -0.09 -0.87 2.01
*
```

Properties
ΔE to the lowest compared entry with this formula, charge and spin: 4.444 eV
E_LUMO: 1.036 eV
E_HOMO: -9.023 eV
maximum force: 6.17 eV/A

Record 2
The following is a DFT calculation (ωB97M-V/def2-TZVPD) of the molecule C7H10O at a distorted geometry.

The geometry in ORCA input format:
```
! RIJCOSX wB97M-V def2-TZVPD def2/J DEFGRID3
* xyz 0 1
C -1.28 1.16 0.16
C -1.52 -0.42 -0.55
C -0.42 -1.33 0.07
C 1.13 -1.19 0.04
O 2.00 -0.25 -0.62
C 1.51 1.23 0.10
C 0.15 0.74 0.31
C 0.27 -0.61 1.12
H -1.99 1.25 0.93
H -1.39 1.70 -0.79
H -1.32 -0.18 -1.73
H -2.52 -0.94 -0.54
H -0.60 -2.48 0.25
H 1.84 -2.18 -0.27
H 2.32 1.77 0.85
H 1.46 1.92 -0.74
H 0.12 0.47 -0.69
H 0.26 -0.66 2.09
*
```

Properties
SMILES: C1C[C@H]2[C@H]3OC[C@H]1[C@@H]23
ΔE to the lowest compared entry with this formula, charge and spin: 7.856 eV
E_LUMO: 0.918 eV
E_HOMO: -8.871 eV
maximum force: 6.71 eV/A

Record 3
The following is a DFT calculation (ωB97M-V/def2-TZVPD) of a structure of composition C7H10O at a distorted geometry.

The geometry in ORCA input format:
```
! RIJCOSX wB97M-V def2-TZVPD def2/J DEFGRID3
* xyz 0 1
C 0.41 1.75 -0.29
C 0.36 0.13 -0.17
C -0.40 -0.22 1.07
C -1.59 -0.34 0.15
C -0.77 -0.63 -0.99
C 1.65 -0.59 -0.27
C 2.84 -0.36 0.34
H 0.61 1.69 -1.42
H -0.51 2.21 -0.02
H 1.18 2.28 0.32
H -0.39 0.48 1.93
H -0.31 -1.22 1.54
H -1.01 0.00 -1.84
H -0.66 -1.57 -1.34
H 1.89 -1.29 -1.12
H 2.80 0.12 1.30
H 3.80 -0.64 -0.12
O -2.80 -0.06 0.21
*
```

Properties
ΔE to the lowest compared entry with this formula, charge and spin: 3.262 eV
E_LUMO: 0.835 eV
E_HOMO: -9.342 eV
maximum force: 5.56 eV/A

Record 4
The following is a DFT calculation (ωB97M-V/def2-TZVPD) of the ion C7H10O3P with charge -1 at a distorted geometry.

The geometry in ORCA input format:
```
! RIJCOSX wB97M-V def2-TZVPD def2/J DEFGRID3
* xyz -1 1
C 3.13 1.48 -0.99
C 1.83 0.78 -0.94
C 0.82 0.23 -0.58
P -0.73 -0.68 -0.12
C -2.32 0.06 0.33
C -1.16 -0.52 -2.00
O -0.62 -2.14 0.03
C -0.15 -0.26 1.86
O -0.90 -0.93 2.96
C 0.35 -1.24 2.77
O 1.24 -1.81 3.34
H 2.95 2.55 -0.55
H 3.76 0.89 -0.29
H 3.46 1.52 -2.09
H -2.33 1.08 0.78
H -2.97 0.26 -0.58
H -2.70 -0.53 1.22
H -1.40 0.58 -2.43
H -0.41 -0.97 -2.62
H -2.22 -1.10 -2.18
H 0.37 0.76 2.08
*
```

Properties
SMILES: CC#CP(C)(C)([O-])[C@H]1OC1=O
ΔE to the lowest compared entry with this formula, charge and spin: 5.116 eV
E_LUMO: 3.453 eV
E_HOMO: -4.411 eV
maximum force: 3.64 eV/A

Record 5
The following is a DFT calculation (ωB97M-V/def2-TZVPD) of the molecule C7H10S at a distorted geometry.

The geometry in ORCA input format:
```
! RIJCOSX wB97M-V def2-TZVPD def2/J DEFGRID3
* xyz 0 1
C -3.57 -0.02 -0.33
C -2.45 -0.33 0.31
S -1.01 -0.81 -0.62
C 0.18 0.37 -0.05
C -0.04 1.63 0.35
C 1.56 -0.11 -0.17
C 2.53 0.56 -0.76
C 1.84 -1.50 0.46
H -3.72 -0.20 -1.41
H -4.44 0.30 0.26
H -2.27 -0.21 1.40
H -1.06 2.02 0.47
H 0.81 2.30 0.51
H 2.35 1.41 -1.43
H 3.48 0.02 -0.92
H 2.91 -1.78 0.14
H 1.12 -2.28 0.22
H 1.78 -1.38 1.59
*
```

Properties
SMILES: C=CSC(=C)C(=C)C
ΔE to the lowest compared entry with this formula, charge and spin: 2.114 eV
E_LUMO: 0.888 eV
E_HOMO: -8.364 eV
maximum force: 2.23 eV/A

Record 6
The following is a DFT calculation (ωB97M-V/def2-TZVPD) of a structure of composition C7H10S at a distorted geometry.

The geometry in ORCA input format:
```
! RIJCOSX wB97M-V def2-TZVPD def2/J DEFGRID3
* xyz 0 1
C -2.38 1.37 -0.02
C -3.09 0.55 -0.73
C 1.79 -0.50 -0.08
C -0.69 -0.54 -0.40
C 1.99 0.93 -0.60
C -2.05 -0.04 0.20
C 0.45 -0.24 0.53
S 0.67 1.60 0.46
H -2.62 2.34 0.34
H -3.85 0.28 -1.47
H 1.67 -1.10 -0.96
H 2.53 -0.84 0.55
H -0.56 -1.64 -0.51
H -0.46 -0.05 -1.34
H 2.89 1.35 -0.61
H 1.63 0.89 -1.66
H -2.35 -0.53 1.06
H 0.44 -0.57 1.60
*
```

Properties
ΔE to the lowest compared entry with this formula, charge and spin: 4.066 eV
E_LUMO: 1.014 eV
E_HOMO: -8.177 eV
maximum force: 5.00 eV/A